Entry 1:
DFT (ωB97M-V/def2-TZVPD) results for C68H53AsN5O4PPbS2 as an isolated structure.

Properties
Relative energy (zero: lowest compared OMol25 entry of this formula, charge and spin) ... 0.00 kJ/mol
Charge ... -2
Calculated total energy ... -6764.343482 a.u.
Lowest unoccupied orbital energy ... 3.29 eV
E_HOMO ... -2.210 eV
Gap between HOMO and LUMO ... 5.50 eV
Strongest force on any atom ... 0.0092 hartree/bohr

Cartesian coordinates (Å):
Pb 0.44 -0.66 0.86
C -4.72 4.11 4.04
C -4.35 3.86 2.72
C -3.34 2.95 2.45
C -2.68 2.28 3.49
C -3.06 2.55 4.80
C -4.08 3.45 5.07
C -1.57 1.35 3.14
C -1.80 -0.04 3.28
C -2.89 -0.62 4.03
C -2.69 -1.96 4.03
C -1.49 -2.21 3.26
N -1.00 -1.02 2.81
C -0.94 -3.47 3.01
C 0.29 -3.72 2.37
C 0.85 -5.03 2.15
C 2.06 -4.85 1.55
C 2.24 -3.43 1.41
C 3.40 -2.82 0.90
C 4.49 -3.73 0.43
C 4.76 -3.84 -0.93
C 5.78 -4.68 -1.37
C 6.53 -5.41 -0.46
C 6.27 -5.30 0.90
C 5.25 -4.46 1.34
C 3.67 -1.45 0.88
N 2.80 -0.46 1.24
C 3.49 0.71 1.22
C 2.97 1.98 1.55
C 3.86 3.16 1.38
C 3.57 4.11 0.40
C 4.38 5.23 0.24
C 5.50 5.40 1.04
C 5.80 4.46 2.01
C 4.99 3.34 2.18
C 1.68 2.22 2.04
C 1.20 3.52 2.48
C -0.07 3.35 2.88
C -0.38 1.94 2.73
N 0.70 1.30 2.21
C 4.85 0.46 0.79
C 4.96 -0.87 0.58
N 1.14 -2.78 1.88
C -1.71 -4.65 3.49
C -1.23 -5.47 4.51
C -1.96 -6.56 4.95
C -3.20 -6.84 4.39
C -3.70 -6.03 3.39
C -2.96 -4.94 2.94
H -5.51 4.83 4.25
H -4.83 4.38 1.90
H -3.02 2.76 1.43
H -2.54 2.05 5.61
H -4.36 3.65 6.10
H -3.69 -0.08 4.50
H -3.29 -2.71 4.52
H 0.39 -5.97 2.41
H 2.76 -5.61 1.24
H 4.17 -3.25 -1.64
H 5.98 -4.76 -2.43
H 7.32 -6.06 -0.81
H 6.86 -5.86 1.62
H 5.04 -4.36 2.40
H 2.69 3.97 -0.21
H 4.12 5.96 -0.51
H 6.13 6.27 0.91
H 6.67 4.59 2.64
H 5.22 2.61 2.94
H 1.75 4.45 2.44
H -0.75 4.10 3.25
H 5.61 1.21 0.65
H 5.82 -1.42 0.25
H -0.26 -5.25 4.94
H -1.57 -7.19 5.74
H -3.77 -7.70 4.74
H -4.66 -6.24 2.94
H -3.35 -4.29 2.16
O 3.25 -1.71 -2.63
C 2.06 -1.36 -2.47
O 1.16 -1.92 -1.80
C 1.66 -0.07 -3.22
P -0.15 0.11 -3.42
C -0.53 -1.18 -4.67
C 0.41 -2.10 -5.13
C 0.02 -3.12 -6.00
C -1.30 -3.23 -6.42
C -2.24 -2.32 -5.96
C -1.85 -1.31 -5.08
C -0.19 1.66 -4.41
C 0.29 2.82 -3.78
C 0.21 4.06 -4.38
C -0.37 4.18 -5.64
C -0.85 3.05 -6.29
C -0.76 1.80 -5.67
H 2.18 -0.02 -4.18
H 2.02 0.78 -2.63
H 1.44 -2.05 -4.81
H 0.76 -3.84 -6.34
H -1.59 -4.03 -7.09
H -3.27 -2.40 -6.27
H -2.60 -0.63 -4.70
H 0.73 2.75 -2.79
H 0.58 4.93 -3.86
H -0.45 5.15 -6.12
H -1.29 3.13 -7.27
H -1.13 0.93 -6.20
O 0.47 6.64 0.54
S 0.09 6.00 -0.70
O 0.69 6.52 -1.90
N 0.24 4.39 -0.61
C -0.92 3.75 -0.72
S -1.14 2.10 -0.75
C -2.09 4.69 -0.88
C -3.43 4.39 -1.04
C -4.33 5.43 -1.16
C -3.90 6.76 -1.14
C -2.56 7.07 -0.99
C -1.68 6.01 -0.87
H -3.74 3.35 -1.06
H -5.39 5.22 -1.29
H -4.63 7.56 -1.24
H -2.21 8.09 -0.97
C -1.65 -3.59 -1.66
As -2.69 -2.50 -0.40
C -3.37 -1.18 -1.67
C -4.31 -3.63 -0.40
H -2.25 -3.82 -2.54
H -1.35 -4.51 -1.15
H -0.75 -3.04 -1.94
H -4.16 -0.60 -1.20
H -3.76 -1.68 -2.56
H -2.56 -0.50 -1.96
H -4.68 -3.76 -1.42
H -5.08 -3.17 0.22
H -4.08 -4.62 0.01

---

Entry 2:
DFT (ωB97M-V/def2-TZVPD) results for C48H63MoN5OP3S as an isolated structure.

Properties
Relative energy (zero: lowest compared OMol25 entry of this formula, charge and spin) ... 0.00 kJ/mol
Charge ... +3
Calculated total energy ... -3705.580110 a.u.
Lowest unoccupied orbital energy ... -8.00 eV
E_HOMO ... -16.071 eV
Gap between HOMO and LUMO ... 8.07 eV
Strongest force on any atom ... 0.0151 hartree/bohr

Cartesian coordinates (Å):
Mo 0.43 -0.77 0.05
C 1.60 -4.01 -2.33
N 1.04 -2.66 -2.14
P -0.55 -2.31 -1.54
C -1.25 -3.84 -0.94
C -1.51 -4.00 0.41
C -2.09 -5.17 0.88
C -2.40 -6.19 -0.01
C -2.16 -6.04 -1.37
C -1.59 -4.86 -1.84
C -1.63 -1.73 -2.85
C -2.97 -2.11 -2.83
C -3.83 -1.69 -3.84
C -3.35 -0.90 -4.88
C -2.02 -0.51 -4.89
C -1.16 -0.90 -3.87
P 1.98 -1.27 -1.77
C 2.33 -0.38 -3.29
C 2.75 0.94 -3.22
C 3.10 1.61 -4.38
C 3.04 0.96 -5.60
C 2.63 -0.37 -5.67
C 2.27 -1.04 -4.52
C 3.61 -1.74 -1.14
C 4.50 -2.48 -1.92
C 5.78 -2.74 -1.45
C 6.19 -2.25 -0.22
C 5.32 -1.48 0.54
C 4.03 -1.23 0.08
H 2.39 -3.98 -3.08
H 0.83 -4.68 -2.68
H 2.01 -4.39 -1.39
H -1.27 -3.20 1.10
H -2.30 -5.29 1.94
H -2.85 -7.10 0.36
H -2.42 -6.83 -2.06
H -1.44 -4.73 -2.90
H -3.36 -2.75 -2.04
H -4.86 -2.00 -3.82
H -4.01 -0.60 -5.67
H -1.64 0.11 -5.70
H -0.13 -0.59 -3.91
H 2.81 1.45 -2.26
H 3.43 2.64 -4.33
H 3.33 1.48 -6.51
H 2.60 -0.88 -6.63
H 1.93 -2.07 -4.58
H 4.23 -2.83 -2.91
H 6.47 -3.32 -2.06
H 7.19 -2.44 0.13
H 5.65 -1.06 1.48
H 3.38 -0.60 0.67
N -0.25 0.77 -0.24
P -0.94 2.26 0.15
N -1.79 1.96 1.51
C -1.35 1.03 2.56
C -0.75 1.76 3.75
C -1.79 2.73 4.32
C -2.28 3.68 3.24
C -2.79 2.93 2.02
N 0.31 3.28 0.21
C 1.68 3.02 -0.28
C 2.70 3.94 0.42
C 2.17 4.38 1.78
C 0.94 5.27 1.57
C 0.04 4.72 0.46
N -2.01 2.75 -0.96
C -3.40 2.21 -1.01
C -3.69 1.64 -2.39
C -3.62 2.73 -3.46
C -2.62 3.83 -3.07
C -1.48 3.25 -2.25
H -0.63 0.31 2.14
H -2.23 0.46 2.87
H 0.14 2.32 3.42
H -0.43 1.04 4.50
H -1.38 3.28 5.17
H -2.64 2.15 4.70
H -1.46 4.34 2.94
H -3.08 4.32 3.62
H -3.06 3.61 1.22
H -3.69 2.36 2.27
H 1.70 3.18 -1.37
H 1.92 1.98 -0.09
H 2.90 4.82 -0.19
H 3.64 3.40 0.51
H 2.93 4.92 2.34
H 1.90 3.50 2.37
H 1.27 6.27 1.28
H 0.39 5.39 2.50
H 0.20 5.26 -0.48
H -1.02 4.84 0.71
H -4.10 3.02 -0.77
H -3.51 1.45 -0.24
H -4.67 1.16 -2.38
H -2.96 0.85 -2.59
H -4.61 3.18 -3.60
H -3.34 2.29 -4.42
H -3.11 4.61 -2.48
H -2.21 4.32 -3.95
H -0.72 4.00 -2.06
H -1.01 2.42 -2.80
C -1.46 -1.07 7.50
C -0.62 -1.31 6.28
C 0.72 -0.92 6.25
C 1.50 -1.15 5.14
C 0.94 -1.80 4.04
C -0.39 -2.20 4.04
C -1.17 -1.93 5.15
S 2.04 -2.13 2.72
C 2.28 -3.90 2.82
O 1.21 -2.02 1.39
H -1.28 -0.07 7.91
H -1.20 -1.79 8.28
H -2.52 -1.17 7.29
H 1.15 -0.43 7.12
H 2.54 -0.83 5.13
H -0.81 -2.71 3.18
H -2.20 -2.24 5.16
H 1.33 -4.39 2.62
H 2.63 -4.12 3.82
H 3.03 -4.16 2.08